1.
ORCA calculation (the ωB97M-V functional and the def2-TZVPD basis) on a gas-phase ion, C6H10NS (charge +1) in a non-equilibrium geometry.

Structure (XYZ):
```
18
C6H10NS | the OMol25 dataset | the ωB97M-V functional and the def2-TZVPD basis
S 2.751 -1.337 0.462
N -1.389 -0.702 -0.314
C 1.942 0.967 -0.687
C -0.120 1.113 0.822
C 2.716 -0.107 -0.729
C -2.686 -1.445 -0.246
C -1.142 0.186 0.600
C 1.104 1.543 0.295
H 1.496 2.547 0.493
H -2.049 0.449 1.128
H 2.202 1.683 -1.375
H -0.582 -1.102 -0.824
H -3.152 -1.585 0.795
H -3.353 -0.751 -0.809
H -2.752 -2.318 -0.903
H -0.503 1.805 1.562
H 2.052 -0.599 1.338
H 3.465 -0.346 -1.606
```

Properties
E_HOMO (eV): -12.55
Total charge: +1

Mulliken charges, unit e, in atom order: number 1, S, carries -0.1167; number 2, N, carries -0.0837; number 3, C, carries -0.6817; number 4, C, carries -0.3803; number 5, C, carries 0.0349; number 6, C, carries -0.8858; number 7, C, carries 0.1636; number 8, C, carries -0.1893; number 9, H, carries 0.3593; number 10, H, carries 0.3400; number 11, H, carries 0.3482; number 12, H, carries 0.3206; number 13, H, carries 0.3003; number 14, H, carries 0.3760; number 15, H, carries 0.3460; number 16, H, carries 0.2820; number 17, H, carries 0.1665; number 18, H, carries 0.3001

***

2.
ORCA calculation (the ωB97M-V functional and the def2-TZVPD basis) on 2 unconnected molecules or ions with the total composition CH6S2 in a non-equilibrium geometry.

Structure (XYZ):
```
9
CH6S2 | the OMol25 dataset | the ωB97M-V functional and the def2-TZVPD basis
S 1.951 0.327 -2.612
S 1.254 1.800 -1.344
C -1.437 -0.744 1.428
H 2.433 2.433 -1.224
H -2.294 -0.510 0.793
H 1.651 -0.741 -1.850
H -1.535 -1.797 1.706
H -1.484 -0.083 2.284
H -0.541 -0.685 0.819
```

Properties
SMILES: SS.C
E_HOMO (eV): -9.15

Mulliken charges, unit e, in atom order: number 1, S, carries -0.1586; number 2, S, carries -0.1714; number 3, C, carries -0.8670; number 4, H, carries 0.1676; number 5, H, carries 0.2374; number 6, H, carries 0.1544; number 7, H, carries 0.2579; number 8, H, carries 0.2268; number 9, H, carries 0.1528

***

3.
ORCA calculation (the ωB97M-V functional and the def2-TZVPD basis) on a molecular structure, C41H72AlN10O in a non-equilibrium geometry.

Structure (XYZ):
```
125
C41H72AlN10O | the OMol25 dataset | the ωB97M-V functional and the def2-TZVPD basis
Al -0.782 0.693 -1.349
O -1.475 -0.930 -1.827
N 5.119 3.199 4.410
N 0.086 -2.831 10.586
N -4.459 3.832 -7.335
N 8.169 -2.706 -1.165
N -5.558 9.127 -7.853
N 2.294 -3.607 -2.900
N -4.161 -8.142 3.620
N -0.525 -3.966 4.634
N -5.101 8.551 -2.223
N -0.093 -5.969 -1.187
C -2.167 3.781 -3.589
C -2.988 -10.443 3.308
C 1.784 0.816 4.853
C -0.895 -2.433 0.060
C 3.472 -0.917 2.738
C -3.648 -9.155 3.485
C -0.802 -4.504 -3.218
C 4.370 0.288 -0.428
C 3.305 0.946 -1.306
C 4.565 4.145 4.736
C -2.052 2.254 -3.518
C -5.464 6.677 -8.729
C 1.003 0.302 -0.487
C -1.004 -2.161 1.564
C 0.022 -2.741 9.447
C -5.790 9.576 -4.515
C 0.398 1.474 4.985
C -2.031 1.648 -0.059
C 3.833 5.333 5.159
C -6.574 3.119 -5.999
C 4.470 -1.307 1.627
C 2.064 1.453 -0.583
C 3.730 0.522 3.248
C -2.223 1.719 -4.950
C -1.974 -1.705 -0.766
C -0.653 1.884 -2.968
C -0.060 -2.626 7.994
C -5.404 9.002 -3.230
C 2.843 -4.355 -2.232
C -2.806 2.193 0.684
C 7.439 -1.428 -3.312
C -5.393 3.522 -6.752
C -0.965 -4.974 4.319
C -1.502 -6.264 3.902
C -0.409 -5.327 -2.081
C 3.524 -5.307 -1.366
C 2.490 1.348 3.592
C 4.005 -1.094 0.154
C 7.849 -2.144 -2.108
C -0.440 0.764 6.072
C -5.515 8.050 -8.238
H 4.690 -2.370 1.700
H 0.882 0.030 0.553
H 2.343 1.126 5.736
H -5.724 8.826 -5.298
H 2.994 0.318 -2.137
H 4.707 0.926 0.383
H 8.136 -0.618 -3.515
H -3.286 1.591 -5.160
H -6.720 2.046 -6.095
H -5.129 10.402 -4.764
H 0.588 2.502 5.282
H -3.189 4.097 -3.812
H 4.050 -4.772 -0.577
H 2.442 -1.099 2.446
H -1.533 4.161 -4.384
H -1.061 -2.316 7.703
H -0.139 2.813 -2.725
H -1.867 4.200 -2.634
H 1.404 -0.533 -1.053
H 2.789 -5.976 -0.922
H -5.066 6.014 -7.965
H -1.996 -1.808 1.819
H -2.365 -10.659 4.174
H 0.160 -3.586 7.532
H -4.824 6.627 -9.607
H 4.299 1.077 2.508
H -1.833 -4.177 -3.102
H 4.240 -5.887 -1.946
H 2.790 2.368 3.808
H -0.796 1.466 6.821
H -0.707 -5.082 -4.136
H -1.051 -3.504 -0.055
H -1.059 -7.056 4.502
H 3.678 -1.582 3.576
H -1.798 2.405 -5.677
H -0.111 1.467 4.031
H -6.812 9.942 -4.458
H -2.630 -1.125 -0.110
H 3.181 5.084 5.993
H 2.946 -1.306 0.095
H 4.533 6.106 5.469
H -1.305 0.282 5.628
H 5.393 -0.753 1.778
H -0.752 -3.065 2.107
H -2.365 -10.416 2.417
H 7.429 -2.113 -4.158
H 0.657 -1.890 7.639
H -0.089 1.356 -3.739
H -2.861 1.859 -2.908
H -7.450 3.638 -6.382
H -1.267 -6.433 2.852
H -0.304 -1.407 1.905
H 0.103 -2.249 -0.316
H -2.580 -6.279 4.031
H 1.769 1.389 2.790
H -3.685 2.504 1.182
H 3.230 5.704 4.333
H -3.734 -11.226 3.200
H -6.467 6.352 -8.999
H -1.736 0.755 -5.069
H -6.438 3.368 -4.948
H 5.242 0.141 -1.070
H 1.696 -0.264 4.782
H 4.513 -1.863 -0.428
H 4.376 0.478 4.120
H 3.792 1.813 -1.764
H 1.618 2.269 -1.151
H 2.304 1.861 0.397
H -2.613 -2.475 -1.220
H -0.156 -3.630 -3.275
H 6.442 -1.014 -3.175
H 0.158 -0.011 6.542
```

Properties
E_HOMO (eV): -4.61
Total charge: -1

Mulliken population analysis, charges in e, atoms 1 to 99: number 1, Al, carries -0.5161; number 2, O, carries -0.3563; number 3, N, carries -0.3827; number 4, N, carries -0.3871; number 5, N, carries -0.4833; number 6, N, carries -0.4081; number 7, N, carries -0.4331; number 8, N, carries -0.4502; number 9, N, carries -0.4141; number 10, N, carries -0.3444; number 11, N, carries -0.3526; number 12, N, carries -0.5384; number 13, C, carries -1.7783; number 14, C, carries -0.8176; number 15, C, carries -0.7126; number 16, C, carries 0.6239; number 17, C, carries -0.1402; number 18, C, carries 0.3883; number 19, C, carries -0.7270; number 20, C, carries -0.8654; number 21, C, carries -1.2239; number 22, C, carries 0.4639; number 23, C, carries 1.1447; number 24, C, carries -0.4714; number 25, C, carries 0.4652; number 26, C, carries -0.9925; number 27, C, carries 0.2069; number 28, C, carries -0.4931; number 29, C, carries -0.4127; number 30, C, carries -1.0474; number 31, C, carries -0.8971; number 32, C, carries -0.8543; number 33, C, carries -1.7212; number 34, C, carries -0.2198; number 35, C, carries -0.6184; number 36, C, carries -1.5321; number 37, C, carries -0.8372; number 38, C, carries -1.4292; number 39, C, carries -0.4562; number 40, C, carries 0.2649; number 41, C, carries 0.4285; number 42, C, carries 0.4232; number 43, C, carries -0.6495; number 44, C, carries 0.4605; number 45, C, carries 0.2711; number 46, C, carries -0.7508; number 47, C, carries 0.4796; number 48, C, carries -0.7665; number 49, C, carries -0.3516; number 50, C, carries 0.7506; number 51, C, carries 0.3521; number 52, C, carries -0.7211; number 53, C, carries 0.3624; number 54, H, carries 0.5582; number 55, H, carries -0.4229; number 56, H, carries 0.3014; number 57, H, carries 0.0313; number 58, H, carries 0.4252; number 59, H, carries 0.4660; number 60, H, carries 0.2612; number 61, H, carries 0.1798; number 62, H, carries 0.2836; number 63, H, carries 0.2624; number 64, H, carries 0.2107; number 65, H, carries 0.3435; number 66, H, carries 0.1995; number 67, H, carries 0.0704; number 68, H, carries 0.4035; number 69, H, carries 0.2762; number 70, H, carries 0.4586; number 71, H, carries 0.3855; number 72, H, carries -0.0197; number 73, H, carries 0.2675; number 74, H, carries 0.0208; number 75, H, carries 0.3947; number 76, H, carries 0.2664; number 77, H, carries 0.2763; number 78, H, carries 0.2736; number 79, H, carries 0.3666; number 80, H, carries 0.2757; number 81, H, carries 0.3251; number 82, H, carries -0.1364; number 83, H, carries 0.3733; number 84, H, carries 0.3755; number 85, H, carries 0.0753; number 86, H, carries 0.2979; number 87, H, carries 0.4388; number 88, H, carries 0.3822; number 89, H, carries 0.3578; number 90, H, carries 0.2612; number 91, H, carries 0.3566; number 92, H, carries 0.2582; number 93, H, carries -0.3676; number 94, H, carries 0.3449; number 95, H, carries 0.3396; number 96, H, carries 0.3877; number 97, H, carries 0.1575; number 98, H, carries 0.2728; number 99, H, carries 0.2874

***

4.
ORCA calculation (the ωB97M-V functional and the def2-TZVPD basis) on a molecular structure, C19H29BN2O2Pd in a non-equilibrium geometry.

Structure (XYZ):
```
54
C19H29BN2O2Pd | the OMol25 dataset | the ωB97M-V functional and the def2-TZVPD basis
Pd -1.726 0.446 -1.048
O -0.963 1.111 1.906
O 0.360 -0.538 1.014
N -0.214 -1.489 -1.540
N 0.295 1.112 -2.309
C -0.480 -1.812 2.883
C -2.640 -1.035 -0.097
C -1.566 2.424 -0.289
C -0.055 0.721 2.954
C 1.177 0.162 -2.652
C 1.640 -3.525 -1.890
C 0.933 -1.221 -2.183
C 1.519 2.772 -3.515
C 0.438 2.362 -2.726
C 0.449 -0.680 2.449
C 1.073 1.746 3.060
C 1.868 -1.069 2.813
C -0.824 0.748 4.266
C -0.441 -2.703 -1.065
C 2.307 0.512 -3.423
C 2.478 1.822 -3.859
C 0.452 -3.763 -1.207
C 1.881 -2.247 -2.379
C -2.444 1.457 -2.658
B -0.687 0.357 0.750
H 0.648 2.752 3.173
H -1.680 0.064 4.266
H 1.688 1.551 3.951
H 1.560 3.810 -3.821
H -3.224 2.132 -2.267
H -3.578 -0.477 -0.316
H -1.803 3.137 -1.091
H -2.988 0.550 -3.004
H 1.960 -1.206 3.900
H -1.194 1.764 4.457
H 1.727 1.733 2.178
H -0.166 0.478 5.102
H -2.345 2.460 0.487
H -0.319 -2.048 3.944
H -2.715 -1.453 0.934
H 2.123 -2.028 2.347
H -0.346 3.059 -2.441
H 0.172 -4.720 -0.779
H 3.017 -0.263 -3.668
H -1.543 -1.565 2.743
H -2.732 -1.877 -0.817
H 2.789 -2.007 -2.915
H 2.363 -4.319 -2.038
H -1.371 -2.869 -0.533
H 3.340 2.091 -4.463
H -0.252 -2.719 2.308
H -0.579 2.675 0.131
H 2.603 -0.320 2.501
H -1.986 1.947 -3.524
```

Properties
2S+1: 3
E_HOMO (alpha / beta) (eV): -5.73 / -7.56

Mulliken charges, unit e, in atom order: number 1, Pd, carries -0.5719; number 2, O, carries -0.3254; number 3, O, carries -0.5819; number 4, N, carries 0.2487; number 5, N, carries 0.7049; number 6, C, carries -1.8384; number 7, C, carries -1.4319; number 8, C, carries -1.4645; number 9, C, carries 1.6535; number 10, C, carries 0.0338; number 11, C, carries -0.6025; number 12, C, carries 1.1103; number 13, C, carries -0.9540; number 14, C, carries -0.3328; number 15, C, carries 1.6008; number 16, C, carries -2.0117; number 17, C, carries -1.8792; number 18, C, carries -1.8483; number 19, C, carries -0.0757; number 20, C, carries -0.7920; number 21, C, carries -0.5316; number 22, C, carries -0.9637; number 23, C, carries -0.7183; number 24, C, carries -1.1130; number 25, B, carries 1.8495; number 26, H, carries 0.4612; number 27, H, carries 0.3405; number 28, H, carries 0.4064; number 29, H, carries 0.4116; number 30, H, carries 0.3557; number 31, H, carries 0.2826; number 32, H, carries 0.5912; number 33, H, carries 0.2447; number 34, H, carries 0.3662; number 35, H, carries 0.4500; number 36, H, carries 0.3163; number 37, H, carries 0.3708; number 38, H, carries 0.2761; number 39, H, carries 0.4169; number 40, H, carries 0.1944; number 41, H, carries 0.4667; number 42, H, carries 0.2870; number 43, H, carries 0.4222; number 44, H, carries 0.3367; number 45, H, carries 0.1998; number 46, H, carries 0.5334; number 47, H, carries 0.3012; number 48, H, carries 0.4343; number 49, H, carries 0.4036; number 50, H, carries 0.4228; number 51, H, carries 0.3708; number 52, H, carries 0.4340; number 53, H, carries 0.3521; number 54, H, carries 0.3864